{"formula": "C20H40NOP3STb", "method": "the ωB97M-V functional and the def2-TZVPD basis", "elements": ["Tb", "P", "P", "P", "H", "C", "C", "H", "C", "C", "C", "C", "C", "C", "C", "C", "C", "H", "H", "H", "H", "H", "H", "H", "H", "H", "H", "H", "H", "H", "H", "H", "H", "H", "H", "H", "H", "H", "H", "H", "H", "H", "H", "H", "H", "H", "C", "C", "C", "C", "C", "C", "O", "H", "H", "H", "H", "H", "H", "S", "C", "C", "N", "C", "H", "H", "H"], "xyz": [[-0.339, 0.200, 0.336], [1.646, 0.970, 2.259], [-1.086, 2.679, -0.371], [2.058, -0.430, -1.102], [-1.043, -4.296, 1.252], [-0.051, -4.716, 1.236], [0.888, -4.312, 2.128], [0.600, -3.669, 2.990], [0.925, 1.324, 3.897], [2.429, 2.567, 1.822], [3.060, -0.120, 2.646], [-2.490, 2.666, -1.527], [-1.673, 3.711, 1.011], [0.124, 3.739, -1.225], [2.800, -2.071, -0.760], [3.544, 0.621, -1.220], [1.696, -0.665, -2.880], [0.193, -5.426, 0.425], [1.883, -4.719, 2.148], [0.673, 0.388, 4.410], [-0.011, 1.887, 3.785], [1.637, 1.904, 4.497], [1.663, 3.302, 1.548], [3.098, 2.452, 0.961], [2.993, 2.938, 2.685], [2.680, -1.101, 2.958], [3.659, 0.313, 3.457], [3.696, -0.281, 1.764], [-2.620, 3.663, -1.962], [-3.406, 2.365, -1.010], [-2.297, 1.944, -2.330], [-2.251, 4.560, 0.623], [-0.818, 4.081, 1.592], [-2.313, 3.121, 1.679], [-0.401, 4.529, -1.779], [0.705, 3.134, -1.938], [0.821, 4.190, -0.508], [3.201, -2.466, -1.703], [2.045, -2.767, -0.370], [3.605, -1.982, -0.020], [4.135, 0.276, -2.080], [4.147, 0.567, -0.306], [3.251, 1.664, -1.384], [2.558, -1.180, -3.315], [1.550, 0.301, -3.368], [0.799, -1.269, -3.028], [-1.668, -1.699, -1.930], [-2.695, -0.938, -2.544], [-3.025, -1.188, -3.866], [-2.394, -2.330, -4.493], [-1.489, -3.153, -3.796], [-1.170, -2.896, -2.500], [-1.058, -1.106, -0.956], [-1.801, -1.051, 0.517], [-3.106, -0.119, -1.980], [-3.734, -0.535, -4.373], [-2.656, -2.477, -5.526], [-1.055, -4.020, -4.369], [-0.554, -3.585, -1.913], [-3.741, 1.233, 2.699], [-2.702, 0.180, 3.587], [-1.918, -0.572, 2.797], [-2.219, -0.380, 1.430], [-3.227, 0.589, 1.219], [-2.716, 0.175, 4.671], [-1.246, -1.384, 3.105], [-3.788, 0.673, 0.300]], "forces_ev_per_a": [[5.494, 2.099, -0.304], [0.637, 0.045, 0.628], [-0.660, 1.954, -0.663], [0.943, -0.535, -0.847], [-0.309, -0.178, 0.092], [1.746, 0.466, 0.290], [-1.787, -0.140, -0.195], [0.278, -0.382, -0.719], [-0.168, -0.039, 0.067], [-0.150, -0.023, -0.276], [-0.050, -0.228, -0.109], [-0.038, -0.301, -0.235], [-0.005, 0.006, 0.298], [0.477, -0.206, -0.181], [-0.192, -0.191, 0.429], [-0.039, 0.273, 0.100], [-0.339, 0.267, 0.049], [-0.208, 0.440, 0.595], [0.228, -0.070, -0.073], [0.201, 0.160, -0.009], [0.231, 0.100, 0.070], [-0.234, -0.156, 0.020], [0.151, -0.034, 0.167], [-0.092, -0.009, 0.247], [-0.049, -0.020, -0.185], [0.130, 0.190, 0.025], [-0.090, -0.089, -0.177], [-0.197, 0.154, 0.289], [-0.069, -0.175, 0.134], [0.045, 0.179, -0.180], [-0.086, 0.244, 0.069], [0.185, -0.126, 0.119], [-0.229, -0.005, -0.121], [0.226, 0.424, -0.211], [0.129, -0.163, 0.203], [-0.161, 0.269, 0.121], [-0.169, -0.085, -0.181], [-0.010, 0.083, 0.362], [0.213, 0.055, -0.116], [-0.192, -0.087, -0.182], [-0.038, 0.132, 0.300], [-0.068, 0.003, -0.252], [0.164, -0.133, -0.068], [-0.163, 0.183, -0.079], [0.039, -0.085, -0.071], [0.091, -0.006, -0.022], [-2.030, -1.745, -3.903], [1.142, -0.917, -0.407], [0.740, -1.839, -0.057], [-0.629, 1.857, 0.885], [-0.962, -0.823, -2.524], [0.080, 0.916, 1.557], [0.305, 0.109, 3.749], [-2.311, -0.228, 0.801], [-0.100, 0.401, 0.013], [0.142, -0.438, -0.096], [0.189, -0.397, -0.203], [-0.518, 0.904, 0.932], [0.121, 0.516, -0.244], [0.156, -1.039, -0.518], [-0.090, 0.720, 0.381], [-0.519, -0.754, -1.148], [-3.023, -0.009, 0.258], [1.314, -2.329, 1.911], [0.025, 0.130, -0.093], [-0.182, 0.474, -0.219], [0.335, 0.229, -0.294]], "lowdin_spin": [6.0787, -0.0139, -0.0215, -0.0130, 0.0000, 0.0001, 0.0001, 0.0000, -0.0016, -0.0050, -0.0025, -0.0027, -0.0059, -0.0039, -0.0023, -0.0037, -0.0012, 0.0000, 0.0000, 0.0000, -0.0001, -0.0004, -0.0002, 0.0000, -0.0010, 0.0000, -0.0006, 0.0000, -0.0008, 0.0000, -0.0001, -0.0012, 0.0000, -0.0001, -0.0010, -0.0001, 0.0001, -0.0005, -0.0001, 0.0000, -0.0007, 0.0000, -0.0001, -0.0004, 0.0000, 0.0000, -0.0011, 0.0000, -0.0002, -0.0002, -0.0002, 0.0000, -0.0017, 0.0021, 0.0001, 0.0000, 0.0000, 0.0000, 0.0000, 0.0004, 0.0011, 0.0021, 0.0011, 0.0019, 0.0001, 0.0003, 0.0001], "spin_multiplicity": 7, "orbital_gap_ev": [4.818, 4.931], "charge": 3, "homo_energy_ha": [-0.589, -0.590]}

---

{"formula": "C20H40O11S", "method": "the ωB97M-V functional and the def2-TZVPD basis", "elements": ["C", "C", "C", "C", "C", "O", "C", "C", "C", "O", "O", "S", "O", "O", "O", "C", "C", "O", "C", "C", "O", "C", "C", "C", "C", "O", "O", "H", "H", "H", "H", "H", "H", "H", "H", "H", "H", "H", "H", "H", "H", "H", "H", "H", "H", "H", "H", "H", "H", "H", "H", "H", "H", "H", "H", "H", "H", "C", "C", "O", "C", "C", "H", "H", "H", "H", "H", "H", "H", "H", "H", "H"], "xyz": [[3.656, 1.388, 4.839], [3.558, 2.302, 3.522], [2.161, 3.075, 3.353], [1.142, 2.412, 2.316], [0.625, 0.943, 2.710], [1.686, 0.079, 2.264], [1.577, -0.216, 0.850], [3.018, -0.400, 0.129], [2.653, -0.568, -1.453], [3.820, 0.810, 0.213], [0.612, 0.978, 4.186], [-0.780, 1.802, 4.662], [-0.771, 3.296, 4.627], [-1.287, 1.377, 5.998], [-1.698, 1.339, 3.314], [-0.888, 0.519, 2.387], [-1.528, 0.870, 0.970], [-1.412, -0.206, 0.017], [-2.524, -0.241, -0.896], [-2.681, -1.681, -1.637], [-1.892, -2.719, -1.024], [-2.613, -3.967, -1.125], [-1.811, -5.229, -0.549], [-1.088, -0.948, 3.002], [-2.465, -1.654, 2.569], [-2.383, -2.691, 1.882], [-3.755, -1.155, 2.878], [3.057, 0.429, 4.621], [3.199, 1.852, 5.770], [4.728, 1.051, 5.034], [4.361, 3.120, 3.649], [3.773, 1.636, 2.627], [1.739, 3.266, 4.390], [2.422, 4.113, 2.924], [1.618, 2.488, 1.283], [0.205, 3.086, 2.271], [1.058, 0.617, 0.243], [1.015, -1.218, 0.757], [3.570, -1.328, 0.472], [3.135, -1.501, -1.888], [3.111, 0.321, -2.024], [1.523, -0.504, -1.633], [3.253, 1.556, -0.081], [-2.643, 1.090, 1.164], [-1.055, 1.807, 0.525], [-2.310, 0.506, -1.744], [-3.539, -0.020, -0.430], [-2.390, -1.563, -2.733], [-3.785, -2.007, -1.562], [-2.828, -4.181, -2.240], [-3.631, -3.938, -0.606], [-1.990, -6.152, -1.205], [-2.275, -5.470, 0.475], [-0.689, -5.072, -0.460], [-0.206, -1.620, 2.694], [-1.080, -0.969, 4.153], [-3.923, -0.292, 2.443], [-1.754, 1.791, -5.328], [-0.325, 1.854, -4.817], [0.058, 0.710, -4.065], [0.022, -0.535, -4.748], [0.951, -0.595, -5.949], [-2.451, 1.610, -4.506], [-2.023, 2.730, -5.818], [-1.887, 0.988, -6.058], [-0.231, 2.709, -4.143], [0.381, 2.025, -5.634], [-1.006, -0.783, -5.035], [0.335, -1.293, -4.026], [0.646, 0.103, -6.732], [0.958, -1.601, -6.376], [1.972, -0.332, -5.659]], "forces_ev_per_a": [[-0.604, -0.928, -0.800], [0.314, 0.335, 0.976], [0.899, 0.164, -0.241], [-1.447, 1.334, 0.012], [1.788, 1.897, -0.931], [-1.684, 0.144, 0.370], [0.757, -0.974, -0.970], [-1.696, 0.627, -1.617], [0.237, 0.393, 0.094], [-0.737, -0.697, 0.601], [-2.038, 0.557, 0.172], [-1.782, 2.798, 2.046], [0.888, -3.801, -0.893], [1.665, -0.665, -4.067], [1.785, 0.613, 1.252], [-0.275, -0.815, 1.343], [-0.361, -0.064, -0.204], [-1.116, 0.494, 0.795], [-0.070, -0.529, -1.638], [-0.203, 0.110, 0.412], [-1.265, -0.111, -0.299], [-0.012, -1.422, -0.916], [-0.700, 0.010, 0.472], [-0.336, -0.965, -0.222], [0.809, -2.407, -2.934], [-0.546, 3.118, 2.745], [1.721, 0.093, -0.438], [0.885, 1.335, 0.508], [0.710, -0.354, -1.199], [-1.386, 0.649, -0.208], [-1.088, -1.308, -0.506], [-0.105, 1.083, 1.024], [0.228, -0.307, -1.479], [-0.606, -1.554, 0.525], [-0.693, -0.578, 1.330], [1.450, -0.812, 0.059], [0.554, -1.255, 1.126], [0.583, 1.646, -0.221], [-0.398, 1.599, -0.030], [-0.939, 1.050, 0.515], [-0.631, -1.333, 0.973], [1.563, -0.480, 0.167], [0.499, -0.793, 0.216], [1.650, -0.216, -0.195], [-0.534, -0.953, 0.811], [-0.518, -0.767, 1.256], [1.422, -0.027, -0.125], [-0.374, -0.207, 1.279], [1.534, 0.779, -0.282], [0.295, 0.422, 1.465], [1.352, 0.322, -0.511], [0.236, 1.427, 0.798], [1.101, 0.350, -1.417], [-1.511, 0.003, -0.099], [-1.707, 0.834, 0.167], [0.040, 0.633, -1.745], [0.425, -0.476, 0.579], [-0.027, -0.145, -0.168], [-0.093, -0.033, 0.032], [0.017, 0.043, 0.239], [0.079, -0.077, -0.083], [0.039, 0.186, -0.109], [0.039, 0.059, -0.002], [0.023, -0.056, 0.067], [0.000, 0.088, 0.001], [0.097, -0.164, 0.096], [-0.042, -0.027, -0.084], [0.017, 0.022, -0.068], [-0.051, 0.198, 0.124], [-0.020, -0.106, -0.020], [-0.023, 0.062, 0.045], [-0.079, -0.071, 0.032]], "lowdin_charge": [-0.1240, -0.2290, -0.1790, -0.0926, -0.3825, -0.0700, -0.1327, -0.3102, -0.0474, -0.0831, -0.1636, 0.8127, -0.2736, -0.2553, -0.1952, -0.2812, -0.0916, -0.1649, -0.1435, -0.1609, -0.1895, -0.2812, -0.0843, 0.0286, -0.3616, 0.0822, 0.0547, 0.0652, 0.0772, 0.0739, 0.1088, 0.0899, 0.0988, 0.1227, 0.1191, 0.1249, 0.1323, 0.1532, 0.1528, 0.0808, 0.0921, 0.0745, 0.0902, 0.1409, 0.1511, 0.1280, 0.1255, 0.1195, 0.1277, 0.1223, 0.1225, 0.0746, 0.0781, 0.0805, 0.1470, 0.1483, 0.1040, -0.0783, -0.2775, -0.1795, -0.2883, -0.0764, 0.0736, 0.0791, 0.0682, 0.1171, 0.1076, 0.1028, 0.1135, 0.0673, 0.0794, 0.0833], "smiles": "CCCC[C@@]1(OC[C@@H](C)O)OS(=O)(=O)O[C@]1(COCCOCC)CC(=O)O.CCOCC", "spin_multiplicity": 1, "orbital_gap_ev": 10.046, "homo_energy_ha": -0.360}